The following is a quantum chemistry calculation of a structure of composition C25H33HgN4O8, from the Open Molecules 2025 dataset.

Output
- HOMO (spin up / spin down) (eV) = 1.712 / -0.594
- gap between HOMO and LUMO (spin up / spin down) (eV) = 3.0 / 5.3
- 2S+1 = 2
- total charge = -2

Each line ends with the Löwdin charge.
Cartesian coordinates (Å):
H -1.33107 -0.47201 -4.58602  0.078
C 0.51769 -2.74254 0.33482  -0.147
O -4.43847 -2.51220 0.57860  -0.143
H 1.32110 -3.42129 0.62786  0.084
H -3.09613 1.21253 -3.53721  0.122
C 1.78530 3.81036 2.50014  -0.030
C 7.15767 -0.32574 -0.84080  -0.151
H -3.02452 -1.22822 2.76027  0.094
O -2.04705 -1.51869 -0.46355  -0.120
H -4.04597 -2.53274 -1.45916  0.077
C 5.13989 -1.54213 -0.30692  -0.055
C -2.01748 -2.54280 0.30795  -0.389
C -2.55288 1.13892 1.78084  -0.191
O -1.68109 0.02953 1.79911  -0.224
C -3.14681 1.34531 0.39653  -0.198
N 2.33635 -1.64713 -0.35454  -0.005
C -3.20552 -3.12606 0.83434  -0.278
H -1.67524 -0.62942 3.77119  0.084
C 4.35527 -0.59890 -0.99318  -0.154
H 0.41480 5.45963 -0.76112  0.064
C -2.54432 2.25109 -1.73796  -0.192
H -3.37368 0.99105 2.49374  0.117
C -2.03443 -4.91560 1.92545  -0.173
H -1.98464 2.03573 2.06041  0.123
H -1.38675 -1.84036 2.48658  0.079
H 0.22077 -0.49236 -3.68518  0.083
C 0.97896 3.60222 0.08084  -0.310
N 0.98363 -1.64022 -0.28920  -0.138
H 8.23277 -0.20860 -0.76112  0.073
H 6.88284 1.44067 -2.02515  0.083
H 1.95936 3.19235 3.37442  0.061
C 6.39295 0.60218 -1.54000  -0.129
O 2.24632 0.24833 -1.69406  -0.207
O 0.21972 3.43045 -2.00620  -0.171
H -5.64245 -1.93833 -0.95232  0.075
Hg 0.26406 0.54399 -0.56246  1.254
H 4.62946 -2.36547 0.17416  0.093
H -1.78725 2.95021 -2.09859  0.096
H 2.14752 5.18827 -0.77050  0.078
H 1.34372 5.63264 0.75113  0.050
H 1.18548 0.23130 2.59908  0.087
O -2.21008 2.05678 -0.37640  -0.181
H -3.55116 2.69346 -1.80241  0.118
H 0.09137 -4.86594 1.71645  0.083
C -0.78193 -3.19456 0.68442  -0.208
N 0.47167 2.87985 -0.89109  -0.168
C -2.49327 1.01735 -2.63309  -0.210
H -4.18275 -4.66283 1.96261  0.085
C 1.28352 2.96672 1.35916  -0.297
C -0.84662 -4.37815 1.46438  -0.116
H 7.10052 -2.13971 0.30798  0.081
H -2.03695 -5.82559 2.51668  0.067
C -4.86446 -2.68142 -0.75501  -0.123
H -3.35019 0.36609 -0.03284  0.107
H -1.22061 -1.25261 -2.97399  0.078
C 2.88630 -0.66589 -1.03981  -0.551
H 2.71930 4.30336 2.22672  0.084
O 1.39435 1.16339 2.74612  -0.067
C -1.96293 -0.95653 2.75897  -0.101
C 5.01618 0.46725 -1.62193  -0.045
C 1.24039 5.05978 -0.16981  -0.062
H 4.40764 1.18942 -2.15088  0.100
N 1.10997 1.70072 1.47751  -0.032
H 1.05161 4.57745 2.75384  0.079
C -0.86223 -0.42578 -3.59012  -0.107
H -4.08385 1.92323 0.48227  0.122
H -2.88333 0.13783 -2.13147  0.100
C -3.22970 -4.27556 1.61718  -0.092
H -5.28399 -3.68595 -0.91091  0.076
O -1.14137 0.81731 -2.97249  -0.237
C 6.51272 -1.40545 -0.23427  -0.132